(1)
DFT (the ωB97M-V functional and the def2-TZVPD basis) results for a cluster of 10 separate species, C24H68O16 in total.

Geometry as XYZ:
```
108
Properties=species:S:1:pos:R:3:forces:R:3
C 26.74455 -8.59402 -2.47965 1.693 -0.224 -0.231
C 27.86345 -8.80546 -3.56101 -1.029 1.760 0.732
O 28.57140 -7.54236 -3.81695 -0.647 -1.209 0.080
O 25.77805 -7.67263 -2.84241 -0.942 0.578 -0.557
H 27.22702 -8.23208 -1.57173 0.152 -0.413 0.335
H 26.25078 -9.55127 -2.31241 0.045 -0.096 0.144
H 27.31482 -9.03716 -4.47393 0.453 -0.175 -0.177
H 28.51623 -9.60962 -3.22147 0.146 0.007 -0.275
H 29.34639 -7.47794 -3.25407 -0.008 -0.168 0.127
H 26.00286 -6.80299 -2.50360 0.137 -0.057 -0.167
C 28.80121 -4.63947 7.59639 -1.139 -0.917 -1.411
C 27.35488 -4.64230 8.19977 1.121 0.684 0.121
O 26.57996 -3.47815 7.77817 0.759 -1.155 0.123
O 28.73206 -4.94258 6.17921 -0.178 0.665 0.536
H 29.43285 -5.47469 7.89892 -0.172 0.248 0.959
H 29.30315 -3.67917 7.71456 0.008 0.034 0.392
H 27.43866 -4.61124 9.28610 0.004 -0.110 0.177
H 26.84311 -5.56949 7.94186 -0.093 0.268 -0.315
H 26.80812 -2.80952 8.42815 -0.150 0.262 -0.123
H 28.29327 -4.17509 5.80501 -0.151 0.007 -0.477
C 14.66318 -7.68353 4.22563 -2.403 0.154 -0.621
C 13.15240 -7.50094 3.72695 1.808 1.788 0.070
O 12.24345 -8.54521 3.77885 -0.085 -1.116 0.829
O 15.44345 -8.49415 3.38057 -0.022 0.123 0.154
H 14.68832 -7.98543 5.27269 -0.140 -0.588 0.035
H 14.99790 -6.64723 4.27196 0.488 0.020 -0.523
H 13.08844 -7.12407 2.70617 0.944 0.141 -0.371
H 12.88150 -6.61626 4.30318 -0.657 -0.049 0.555
H 11.41580 -8.18999 3.44657 -0.116 -0.209 0.005
H 14.80436 -9.01704 2.89093 0.194 -0.264 -0.138
C 26.13818 -14.36697 8.45986 1.556 0.137 0.491
C 25.33103 -13.13010 8.41111 -1.463 0.312 0.441
O 24.42611 -12.96631 9.54641 1.152 0.515 -0.965
O 25.43727 -15.56823 8.56804 -0.726 -0.364 -0.334
H 26.84262 -14.34018 9.29122 0.149 0.378 0.169
H 26.72616 -14.28233 7.54596 0.333 -0.454 -0.334
H 24.90074 -13.05474 7.41247 -1.133 -0.279 0.134
H 26.01342 -12.28446 8.32551 0.145 0.123 0.876
H 23.58082 -13.40667 9.43162 0.184 -0.230 -0.438
H 26.06187 -16.21233 8.90952 -0.199 -0.127 -0.037
C 31.31651 -10.35870 2.96233 -1.979 0.411 1.495
C 30.02457 -10.89965 3.78016 0.914 0.587 -2.283
O 29.93761 -10.41728 5.08342 0.741 0.133 1.051
O 31.21493 -8.94825 2.93904 0.198 0.406 -0.061
H 31.30450 -10.61363 1.90263 0.025 -0.666 0.268
H 32.21888 -10.65526 3.49701 0.176 -0.315 -0.233
H 30.03553 -11.98853 3.73200 -0.227 -0.048 0.305
H 29.15124 -10.46365 3.29509 0.011 -0.592 -0.792
H 29.28541 -9.71311 5.10273 0.068 -0.052 0.076
H 31.15351 -8.65634 3.85152 0.056 0.154 0.169
C 21.74966 -14.81240 1.01349 1.288 1.819 -0.655
C 20.89506 -13.53128 1.22139 -1.119 -1.887 -1.615
O 21.48431 -12.37639 0.71011 1.899 0.911 0.418
O 22.85318 -14.82048 1.88815 0.200 -1.004 1.738
H 22.25737 -14.86130 0.05020 -0.860 0.388 -0.783
H 21.18520 -15.74225 1.08338 -0.107 0.232 0.611
H 20.56816 -13.52506 2.26119 0.104 0.402 0.086
H 20.06201 -13.60276 0.52209 -0.906 -0.921 0.585
H 21.01450 -11.59107 1.00019 -0.079 -0.125 0.101
H 23.47850 -14.10199 1.76838 -0.424 0.196 -0.481
C 27.78722 -2.43943 1.14538 -0.726 -2.639 -1.444
C 27.77584 -1.06895 1.57712 -0.711 2.024 1.232
C 26.33028 -0.60136 1.88352 0.534 -0.293 -0.746
O 28.51545 -0.93687 2.78721 0.359 0.088 0.179
H 27.13114 -3.06997 1.74545 0.339 -0.176 0.403
H 28.76274 -2.90216 0.99593 0.096 0.181 0.423
H 27.31741 -2.48535 0.16289 -0.039 0.046 -0.304
H 28.24535 -0.49211 0.78030 0.013 0.603 0.133
H 25.91503 -1.28790 2.62131 -0.105 -0.026 0.010
H 25.73459 -0.65382 0.97220 -0.175 0.049 0.077
H 26.27322 0.41274 2.27906 0.171 0.076 -0.085
H 27.95975 -0.43817 3.39063 0.238 0.058 0.137
C 22.25586 -6.71980 2.71288 -0.357 1.462 1.460
C 22.55061 -7.55283 3.95571 0.249 -3.117 -1.599
C 21.38665 -8.41130 4.50751 0.345 0.819 0.973
O 23.64557 -8.43758 3.60923 0.462 -0.359 0.191
H 21.65666 -5.88930 3.08615 0.161 0.599 -0.142
H 21.60633 -7.08123 1.91565 0.368 -0.963 0.157
H 23.20957 -6.34953 2.33681 -0.217 0.104 -0.201
H 23.04180 -7.11762 4.82601 -0.648 1.206 -0.309
H 20.95980 -9.28244 4.01051 0.417 0.315 -0.885
H 20.56887 -7.73398 4.75362 -0.188 -0.083 0.190
H 21.80020 -8.81741 5.43063 -0.308 -0.023 0.243
H 23.48869 -8.88716 2.77564 -0.276 0.028 -0.082
C 18.03607 -10.84681 10.77654 -0.292 -0.719 0.874
C 17.62804 -12.13791 10.03805 1.154 0.789 -1.173
C 17.08558 -11.85309 8.65952 -2.027 1.340 1.073
O 18.80882 -12.83321 9.78771 1.883 -1.381 1.016
H 17.54924 -9.98081 10.32804 0.257 0.151 0.342
H 19.10717 -10.74598 10.95171 0.132 0.125 -1.040
H 17.74873 -11.01756 11.81403 -0.668 0.613 0.111
H 16.94901 -12.63757 10.72897 -0.195 -0.655 -0.458
H 16.20137 -11.26562 8.90683 -0.457 0.280 -0.607
H 16.70188 -12.69749 8.08694 0.536 -0.161 -0.004
H 17.75091 -11.16725 8.13506 0.134 -0.426 -0.225
H 18.81195 -13.33060 8.96662 -0.453 0.041 0.082
C 16.75184 -3.97824 -1.42165 1.149 1.480 -0.820
C 16.05764 -2.66770 -1.75162 -1.326 -1.107 0.929
C 16.45155 -2.07312 -3.06167 0.687 0.762 -0.209
O 14.72622 -3.08289 -1.81987 -2.166 -0.299 -0.116
H 16.64268 -4.55419 -2.34060 0.284 -0.421 0.236
H 16.43876 -4.53735 -0.53991 -0.164 0.418 -0.116
H 17.75751 -3.56770 -1.33112 0.676 -1.103 0.225
H 16.09497 -1.95079 -0.93141 0.683 0.224 0.097
H 17.53582 -1.97590 -3.11665 0.078 0.018 -0.233
H 16.03959 -1.06635 -3.13101 -0.023 0.113 -0.095
H 16.07044 -2.63451 -3.91473 0.122 -0.256 0.168
H 14.12931 -2.35208 -1.99657 -0.001 0.167 -0.063
```
Positions in Å, forces in eV/Å.

Values from the calculation:
- SMILES: CC(C)O.CC(C)O.CC(C)O.CC(C)O.OCCO.OCCO.OCCO.OCCO.OCCO.OCCO
- Relative energy (zero: lowest compared OMol25 entry of this formula, charge and spin): 449.09 kJ/mol
- E_HOMO: -0.3571 hartree
- Maximum force: 0.068 Eh/bohr
- Calculated total energy: -2158.7543 hartree
- LUMO: 0.005 hartree

---

(2)
DFT (the ωB97M-V functional and the def2-TZVPD basis) results for a cluster of 9 separate species, C24H70N4O13 in total.

Geometry as XYZ:
```
111
Properties=species:S:1:pos:R:3:forces:R:3
C 30.27014 16.17214 16.11364 -1.113 -0.226 0.322
O 31.08927 15.19396 16.70784 0.947 -0.167 0.147
C 31.03534 13.92649 16.07733 0.359 0.087 -0.484
C 32.06108 12.90421 16.59073 0.855 1.036 -0.179
N 31.81616 11.64427 15.98534 -1.325 -1.446 0.186
C 30.79845 10.84796 16.71435 0.802 -0.521 -1.631
C 30.83955 9.31052 16.47906 -0.574 0.654 -1.014
O 30.94356 8.84080 15.11437 1.105 0.552 0.922
C 29.91310 9.19257 14.22213 -0.344 0.032 -0.476
H 29.81877 15.80519 15.19117 -0.034 -0.006 -0.088
H 30.70638 17.14839 15.90050 0.808 -0.285 0.093
H 29.47546 16.37369 16.83369 -0.351 0.089 -0.139
H 31.27341 14.04709 15.01927 -0.165 0.009 -0.239
H 30.03558 13.49277 16.13360 -0.227 0.013 0.155
H 32.09973 12.87935 17.68144 -0.240 -0.070 0.279
H 33.06267 13.20124 16.27748 0.005 0.395 0.034
H 32.57965 11.13624 15.56524 -0.027 0.069 0.386
H 29.82848 11.21127 16.37380 -0.215 0.106 0.529
H 30.97918 10.97534 17.78263 -0.509 0.110 0.243
H 29.89921 8.89700 16.84698 -0.036 0.006 0.532
H 31.67532 8.94681 17.07622 0.078 -0.516 -0.501
H 29.03582 8.55241 14.32430 -0.188 0.091 0.373
H 30.24738 9.03205 13.19687 0.400 -0.143 0.111
H 29.62094 10.24335 14.23034 -0.024 0.099 0.405
C 23.55592 10.92275 14.37442 0.255 0.666 0.888
O 23.72935 12.30686 14.74134 1.081 -1.097 -1.099
C 22.52711 12.97678 14.97720 0.442 0.670 0.971
C 22.74902 14.53115 14.95154 -1.604 -0.698 0.452
N 21.43574 15.27856 15.06280 0.242 -0.131 -0.336
C 20.55880 14.90309 13.93668 1.172 -0.812 -0.169
C 19.33325 15.72494 13.67894 0.042 -0.257 1.041
O 18.52667 15.02578 12.74374 -0.259 0.151 0.082
C 17.45476 15.84378 12.29688 0.390 0.842 0.663
H 22.90307 10.34254 15.03039 -0.883 0.530 0.223
H 24.47682 10.39022 14.61167 0.454 0.362 -1.014
H 23.17578 10.88400 13.35371 0.342 -0.395 -0.110
H 22.36975 12.65257 16.00759 -1.356 0.506 0.211
H 21.73302 12.63162 14.31507 0.024 0.067 -0.073
H 23.25225 14.88469 14.05093 0.373 -0.439 -0.088
H 23.30145 14.77707 15.85798 0.285 0.129 -0.271
H 21.71782 16.22605 14.84858 -0.054 0.393 0.432
H 20.22778 13.88964 14.16166 -0.157 0.021 -0.419
H 21.19455 14.91003 13.04887 -0.190 -0.413 -0.533
H 19.57750 16.74616 13.38192 -0.042 0.109 -0.426
H 18.87028 15.78758 14.66586 -0.693 0.229 0.001
H 17.89820 16.67548 11.74726 -0.282 0.005 -0.569
H 16.95739 16.32703 13.13989 -0.119 -0.116 0.329
H 16.66756 15.32697 11.74974 0.579 -0.375 -0.196
C 21.92443 6.91229 13.41326 0.746 0.127 -2.140
O 23.26433 7.09200 12.86465 -0.161 0.237 1.338
C 23.29082 7.79684 11.62409 -0.075 0.490 -0.283
C 24.74647 7.93233 11.13908 -0.173 -1.419 1.302
N 25.19963 6.53560 10.97966 1.036 0.265 -0.122
C 26.67622 6.36681 11.06727 -0.867 0.686 -2.261
C 27.34924 6.95011 9.78604 -0.013 -0.472 0.801
O 27.43316 8.37706 9.89063 -0.406 -0.720 0.517
C 27.91485 9.10980 8.79433 0.348 -0.017 0.104
H 21.93942 6.60722 14.45834 0.203 0.040 -0.181
H 21.50329 6.16044 12.74467 -0.564 -0.302 0.498
H 21.34627 7.82308 13.25434 -0.013 0.153 0.381
H 22.79678 8.76219 11.74418 0.110 0.239 0.094
H 22.68445 7.22698 10.91802 0.095 -0.103 -0.337
H 25.35774 8.34202 11.94481 -0.252 0.667 0.117
H 24.92685 8.52732 10.24480 -0.486 -0.099 -0.008
H 24.80013 6.02838 11.75719 -0.031 -0.140 0.045
H 26.80009 5.28567 11.00669 0.510 0.045 0.401
H 27.18905 6.85490 11.89753 -0.232 -0.206 0.521
H 26.81934 6.57972 8.90742 -0.351 0.467 -0.171
H 28.33678 6.48858 9.73020 0.434 0.333 -0.029
H 28.25986 10.07870 9.15608 -0.133 0.015 0.195
H 27.11908 9.30070 8.07360 0.138 -0.264 -0.341
H 28.79918 8.61819 8.38702 -0.131 -0.087 -0.484
C 27.99683 5.94842 16.26768 -1.282 0.358 0.246
O 27.94588 5.53495 17.63328 0.215 -0.217 -0.863
C 26.63078 5.75720 18.14347 0.840 0.437 0.889
C 26.61563 5.26532 19.58266 0.028 0.549 0.724
N 26.10552 3.94300 19.80468 -0.362 -1.310 0.163
C 26.23698 3.44269 21.18799 0.517 0.202 -0.502
C 27.65575 3.19991 21.61710 -0.142 -0.514 0.867
O 28.30839 2.37143 20.69357 1.572 0.748 0.095
C 29.65816 2.06311 21.09568 -0.676 -1.302 -0.169
H 27.36737 6.82705 16.11400 -0.058 0.358 0.335
H 27.45952 5.20816 15.67321 0.636 -0.315 -0.461
H 28.96489 6.28546 15.89883 0.297 -0.809 0.327
H 25.82762 5.31466 17.55307 0.096 -0.140 -0.222
H 26.56437 6.84624 18.14310 -0.764 0.131 0.056
H 25.99648 5.88901 20.22901 0.007 0.504 -0.245
H 27.64528 5.37038 19.93048 0.267 0.174 0.095
H 26.66612 3.29530 19.26676 -0.037 -0.176 -0.314
H 25.75093 2.47387 21.30365 -0.537 0.221 -0.288
H 25.89628 4.14281 21.95170 -0.740 0.135 -0.305
H 27.57370 2.65098 22.55786 0.133 -0.024 0.424
H 28.13343 4.14677 21.87462 0.654 0.057 -0.508
H 30.33844 2.85732 21.40420 -0.450 0.636 -0.450
H 30.08175 1.47214 20.28405 0.122 0.350 -0.124
H 29.64184 1.37519 21.94307 -0.239 -0.061 0.285
O 24.50991 6.50728 15.39569 0.172 0.089 0.244
H 23.99972 5.84675 15.86698 0.056 -0.154 0.285
H 24.01473 6.66498 14.58755 0.080 0.242 -0.631
O 27.41384 10.06540 12.15096 0.210 0.567 0.061
H 27.10497 9.45885 12.82736 -0.171 -0.208 0.345
H 27.50412 9.52252 11.36444 -0.024 -0.282 -0.224
O 26.49127 8.54258 14.41825 -0.115 -0.135 -0.475
H 26.70872 9.11232 15.16108 0.193 0.289 0.386
H 26.03941 7.79409 14.81279 -0.220 -0.316 -0.030
O 24.21343 8.35584 17.79566 0.027 0.019 0.314
H 23.61012 9.08086 17.62623 -0.090 0.173 0.018
H 24.53558 8.10245 16.92821 0.048 -0.252 -0.336
O 27.04225 10.14367 16.60492 0.030 0.087 0.026
H 27.26945 9.98814 17.52307 -0.043 -0.200 0.208
H 27.22901 11.07330 16.46314 -0.013 0.239 -0.163
```
Positions in Å, forces in eV/Å.

Values from the calculation:
- SMILES: COCCNCCOC.COCCNCCOC.COCCNCCOC.COCCNCCOC.O.O.O.O.O
- Relative energy (zero: lowest compared OMol25 entry of this formula, charge and spin): 299.40 kJ/mol
- E_HOMO: -0.3142 hartree
- Maximum force: 0.049 Eh/bohr
- Calculated total energy: -2153.2922 hartree
- LUMO: 0.012 hartree